# 1
Below is a molecular structure, C33H40As2FN5O4Pt, with properties calculated with ωB97M-V/def2-TZVPD.

Values from the calculation:
E_HOMO: -11.092 eV
net charge: +2
F_max: 0.0170 hartree/bohr
energy relative to the best compared isomer or geometry (same formula, charge and spin): 12.42 kJ/mol

Geometry as XYZ:
```
86
Properties=species:S:1:pos:R:3:lowdin_charge:R:1
C 5.638 0.306 1.684 -0.392
C -7.977 1.015 -0.996 -0.064
O 0.396 -5.959 -1.632 0.093
C -2.227 -0.773 -0.356 0.091
C -4.497 0.016 -0.716 -0.127
H -0.497 4.110 -0.820 0.153
N -2.130 2.848 -0.941 0.022
H -8.900 1.157 -0.436 0.141
H 2.489 0.543 5.030 0.028
H -2.848 6.034 -1.931 0.118
H 3.281 -1.989 4.625 0.026
O 1.722 3.845 -0.456 0.084
H -8.547 -1.412 -0.310 0.140
C 6.854 0.192 4.181 -0.056
H -8.290 -2.266 -1.836 0.143
N -0.428 -4.005 -2.401 0.178
C -6.438 -1.551 -0.918 -0.128
H 2.545 1.853 3.828 0.033
H 6.998 0.125 -1.381 0.039
H -4.675 4.416 -2.627 0.107
H 8.682 0.625 3.145 0.115
C 7.010 0.517 1.812 -0.106
H 3.406 -2.814 3.062 0.014
C 1.761 -2.663 -1.063 -0.060
H 0.981 -2.015 -1.429 0.095
C 2.859 -2.056 3.623 -0.289
C -0.824 3.082 -0.741 0.064
O 0.464 -0.228 -0.259 -0.167
Pt 2.585 -0.050 -0.007 0.854
H 4.644 -4.702 0.313 0.125
H 7.321 0.151 5.155 0.115
C -6.785 0.681 -0.095 -0.123
H -3.388 3.296 -3.290 0.116
H -6.283 1.601 0.190 0.128
H -5.939 -2.085 -1.726 0.138
N -8.191 -0.153 -1.929 0.060
C 1.677 -4.039 -1.148 -0.089
C 7.618 0.458 3.055 -0.059
C 5.492 -0.025 4.058 -0.099
H -1.559 -1.590 -0.121 0.139
H 4.911 -0.237 4.948 0.100
C 0.498 -4.760 -1.751 -0.490
H 2.642 -5.886 -0.681 0.136
C 2.199 0.839 4.023 -0.282
H -4.665 2.101 -1.149 0.112
C -0.293 0.773 -0.394 -0.270
H -7.799 1.887 -1.623 0.137
N 2.802 -2.021 -0.508 -0.139
C -2.579 5.016 -2.168 -0.067
C -3.567 -1.008 -0.447 -0.183
H -6.317 -2.138 -0.004 0.137
C -7.940 -1.447 -1.213 -0.072
H -1.159 -4.511 -2.873 0.119
H -0.251 -3.057 -2.676 0.090
C -2.623 1.561 -0.786 -0.105
C -3.658 4.056 -2.570 -0.087
C 3.810 -2.778 -0.044 -0.135
C 4.863 0.023 2.816 -0.401
H 4.500 2.977 -0.068 0.027
H -9.129 -0.127 -2.329 0.190
H 6.403 -1.429 -0.792 0.031
C 0.118 2.130 -0.450 -0.011
H 5.112 2.444 -1.649 0.049
H -7.524 -0.074 -2.699 0.185
C 3.803 -4.157 -0.089 -0.006
As 2.947 -0.351 2.660 1.106
C -3.025 3.956 -1.210 -0.254
N -5.887 -0.200 -0.830 -0.090
C 5.220 2.337 -0.570 -0.228
F -4.005 -2.266 -0.238 0.072
H 6.238 2.584 -0.271 0.042
C 1.508 2.680 -0.195 -0.581
C -3.993 1.294 -0.897 0.069
H -1.615 4.897 -2.642 0.116
H 7.619 0.735 0.942 0.102
As 4.873 0.498 -0.094 1.057
H 1.815 -2.359 3.695 0.027
O 2.381 1.919 0.392 -0.294
H 4.640 -2.252 0.405 0.083
C 2.712 -4.809 -0.633 0.041
H 5.641 -0.661 -2.208 0.039
H -7.123 0.207 0.835 0.141
C -1.724 0.522 -0.516 -0.045
H 1.114 0.815 3.939 0.022
H -3.601 4.259 -0.344 0.159
C 6.106 -0.484 -1.240 -0.248
```

=====

# 2
Below is C2HNO in the gas phase, with properties calculated with ωB97M-V/def2-TZVPD.

Values from the calculation:
spin multiplicity: 3
E_HOMO (alpha / beta): -7.859 / -12.382 eV
F_max: 0.2342 hartree/bohr
energy relative to the best compared isomer or geometry (same formula, charge and spin): 0.00 kJ/mol
⟨S²⟩: 2.02

Geometry as XYZ:
```
5
Properties=species:S:1:pos:R:3:mulliken_spin:R:1
N 0.226 -1.391 -1.408 0.270
C 0.048 -0.702 -0.499 0.052
C -0.021 0.356 0.490 0.541
H -0.752 1.211 -0.096 0.234
O 0.499 0.526 1.513 0.904
```

=====

# 3
Below is a molecular structure, C52H113CrF3N17O20P5, with properties calculated with ωB97M-V/def2-TZVPD.

Values from the calculation:
spin multiplicity: 4
E_HOMO: -9.968 eV
net charge: +1
F_max: 0.0704 hartree/bohr
⟨S²⟩: 3.77

Geometry as XYZ:
```
211
Properties=species:S:1:pos:R:3:mulliken_spin:R:1
O 3.939 2.877 -1.905 0.000
F -4.233 2.117 -5.660 0.000
C 0.657 3.520 -2.029 0.003
H 5.187 -2.932 1.470 0.000
H 5.709 0.412 2.761 0.000
C -2.988 1.969 -5.097 0.000
H -4.759 0.380 5.850 0.000
H 2.202 4.717 5.827 0.000
H -0.841 1.912 0.043 -0.004
H 3.878 1.212 -5.396 0.000
H -0.780 7.457 -0.354 0.000
H -5.367 1.945 5.350 0.000
H -0.937 0.246 2.231 0.000
H 6.088 -5.137 4.189 0.000
H -8.795 -2.497 0.897 0.000
Cr -3.172 -0.209 -0.117 2.957
N -1.712 -3.129 -2.815 0.000
H -2.903 2.511 5.034 0.000
H -6.305 0.870 2.356 0.000
H 3.355 -5.714 6.159 0.000
C 0.664 1.705 -8.967 0.000
N 2.428 -5.505 4.360 0.000
H -4.435 4.432 -1.935 0.000
C -7.583 -3.182 -0.971 0.000
O -5.259 -0.740 -0.411 0.038
N 3.804 1.294 3.047 -0.001
O -1.366 -0.085 -0.256 0.047
H -5.587 2.449 2.927 0.001
H -0.090 3.699 -1.227 0.000
H 2.132 -0.535 -6.606 0.000
F -7.400 -3.801 1.396 0.000
H 3.888 3.683 -6.838 0.000
C 5.526 -4.192 4.169 0.000
H 0.774 5.342 -5.675 0.000
H 4.218 -2.021 3.682 0.001
O -2.959 -2.122 -0.845 -0.029
N -1.227 -3.854 -0.227 0.008
C -5.294 0.915 5.040 0.000
N -2.157 1.279 3.482 0.002
H 5.021 -4.076 5.177 0.000
H 2.583 1.529 -4.252 0.000
H 2.972 3.357 6.723 0.000
H -1.833 2.380 -8.815 0.000
H 2.488 2.088 1.559 0.000
F 1.117 5.858 -1.505 0.000
P 2.910 -4.383 3.210 0.000
N -0.027 2.267 -7.771 0.000
C -3.772 -5.615 -0.536 0.000
H 0.593 2.333 -9.855 0.000
H 3.377 0.648 7.767 0.000
H 1.264 0.869 6.796 0.000
C 4.908 0.899 2.216 0.000
C -0.636 1.085 -0.640 0.012
C -0.800 1.033 2.988 -0.007
C 3.262 -0.236 -1.110 -0.002
H 5.328 1.774 1.722 0.000
C -2.389 7.115 -1.860 0.000
C 2.406 1.385 2.416 -0.001
O -3.151 1.852 -3.710 0.002
C -2.986 0.536 -3.334 -0.005
H -1.508 -3.750 -4.766 0.000
H 0.471 0.917 -0.535 -0.005
H 1.709 1.510 -8.690 0.000
H -4.474 -5.162 -3.227 0.000
O -7.084 -1.578 0.690 0.001
N 1.818 4.029 -6.862 0.000
N -0.959 5.148 0.937 0.001
H -4.420 -2.294 4.712 0.000
C -2.244 -0.578 5.731 -0.001
H 4.520 0.283 1.465 0.000
H 0.081 -3.449 1.405 0.002
H 6.203 -3.359 3.946 0.000
H -2.772 -3.021 4.850 0.000
H 0.658 -4.682 -0.131 -0.001
C -1.745 5.506 -0.258 -0.001
O -3.509 1.612 0.109 -0.017
O -0.908 6.008 1.759 0.000
C -6.158 -1.486 -0.344 0.000
H 0.865 -2.080 4.921 0.000
N 2.462 -2.957 3.999 0.000
H -0.850 1.244 -1.674 0.001
P 0.877 2.793 -6.450 0.000
H -4.158 -3.420 -3.110 -0.001
O -3.246 0.145 -2.224 0.028
H 0.326 -3.024 -2.420 0.000
O -2.590 -0.204 -4.401 0.001
O 5.381 1.895 4.977 0.000
H -2.997 -0.939 6.442 0.000
H -3.535 -6.648 -0.904 0.000
O 2.643 4.483 -2.681 0.000
C 5.180 -3.965 1.669 0.000
C 4.231 -1.762 -2.691 0.001
H 0.494 -0.020 -6.654 0.000
H 4.000 4.654 6.065 0.000
C -4.475 -4.271 -2.596 0.000
H 4.912 0.756 6.992 0.000
N -3.489 -4.542 -1.527 0.001
H -1.181 0.602 -5.619 -0.001
H -4.641 1.418 1.789 0.003
H -5.544 -4.066 -2.163 0.000
H 1.579 -5.858 6.220 0.000
C 1.706 0.875 5.802 0.001
O 2.280 -4.657 1.891 0.000
H 2.770 -3.429 -0.152 0.000
H -0.184 -1.908 -3.589 -0.001
H 1.469 -0.076 5.314 0.000
C -0.510 -2.338 -2.652 0.006
H 0.164 0.716 -9.075 0.000
H 1.699 1.853 3.064 0.000
H -4.097 6.654 -3.037 0.000
C 1.275 4.827 -2.457 0.000
H 3.146 0.765 -0.701 0.002
H -4.827 -5.586 -0.347 0.000
H -0.194 -5.302 -1.560 0.000
H -0.709 -5.926 0.026 0.000
H -1.524 -2.465 1.420 0.005
C -3.385 6.216 -2.272 0.000
H -1.494 3.158 4.078 0.000
P -2.364 -3.416 -1.294 -0.006
C 3.109 3.927 -7.552 0.000
H -3.499 -2.541 3.260 -0.002
H -2.664 3.724 -0.116 0.015
N 4.576 -4.283 3.035 0.000
N 4.876 -2.080 -4.011 0.000
C -2.314 0.617 -5.526 0.001
H -2.019 0.441 5.971 0.000
N -2.773 -0.940 4.406 0.004
H 3.290 2.856 -5.270 0.000
C -7.781 -2.814 0.584 0.000
H 2.076 -1.105 0.412 0.001
H -1.276 -1.114 5.802 0.000
C -3.416 -2.261 4.312 0.001
H 3.120 3.150 -8.347 0.000
H 1.777 6.171 -6.945 0.000
C -0.334 -5.046 -0.460 0.001
O 0.032 3.111 -5.281 0.000
H 3.858 -0.733 6.776 0.000
C 3.285 -1.745 4.030 0.000
H -0.714 -4.871 -3.559 0.000
C 2.735 -1.325 -0.408 -0.002
H 4.387 0.413 -2.777 0.000
H -1.074 3.953 -8.511 0.000
H -7.307 -4.229 -1.025 0.000
O 5.311 -3.157 -4.252 0.000
H 4.622 -4.506 0.917 0.000
H 3.542 5.218 3.622 0.000
C 2.515 -6.902 3.884 0.000
H 2.498 -6.996 2.811 0.000
N 3.141 3.306 4.546 0.000
O -3.306 -0.442 1.935 -0.061
H 0.632 -2.275 3.148 0.000
H -4.049 1.749 -0.661 -0.001
H 2.405 5.467 -5.333 0.000
C 2.950 1.805 -5.229 0.000
H 3.262 4.868 -8.063 0.000
H 0.435 -3.682 4.163 0.000
C 2.439 -5.339 5.828 0.000
H -3.318 -5.421 0.445 0.000
C -1.037 -3.454 1.218 0.000
H 2.870 -1.052 3.303 -0.003
H 6.188 -4.376 1.660 0.000
C 3.888 0.362 6.915 0.000
H 3.439 -7.272 4.239 0.000
H -2.263 8.126 -2.212 0.000
C -1.554 -4.187 -3.768 0.000
H -0.090 0.734 3.762 0.001
H 1.627 -7.394 4.252 0.000
C 1.429 0.134 -6.146 0.000
N 3.152 1.074 5.853 0.000
O 4.927 -1.142 -4.792 0.000
C -3.580 5.002 -1.659 0.000
H 0.824 5.278 -3.336 0.000
C -2.430 2.613 4.015 0.001
H 2.174 4.255 2.969 0.000
H 0.108 3.114 -2.838 0.001
C 3.212 4.209 3.315 0.000
O -0.331 4.096 0.977 -0.001
H -2.741 0.265 -6.475 0.000
H -2.471 -4.842 -3.692 0.000
C 3.828 -2.874 -1.974 0.000
P 3.952 1.860 4.632 0.000
O -6.420 -2.387 -1.282 0.001
H -0.403 1.871 2.509 0.002
C 3.079 -2.569 -0.788 0.001
H -0.645 -1.507 -1.898 0.006
N 1.985 1.523 -6.276 0.000
H 2.356 -4.286 6.043 0.000
H -6.272 0.515 5.048 0.000
C -1.270 2.947 -8.050 0.000
H 2.024 0.468 1.989 0.001
H -1.838 2.953 -7.136 0.000
C -1.525 6.743 -0.779 -0.001
O 1.730 2.724 -1.709 -0.003
H 3.343 -1.420 5.033 0.001
C 2.857 3.313 -2.096 0.001
H 3.764 3.830 2.510 0.000
C 1.045 -2.748 4.069 0.000
H -2.471 2.814 -5.341 0.000
C 3.969 -0.423 -2.272 0.000
C 1.718 5.357 -6.174 0.000
H -3.103 3.208 3.338 0.000
C -5.363 1.402 2.596 -0.003
H -8.423 -2.858 -1.565 0.000
H 1.229 1.747 5.290 0.000
C -2.665 4.629 -0.674 -0.003
P -3.269 0.142 3.356 -0.005
H -1.417 -4.129 1.910 0.000
H 1.275 -0.085 -5.054 0.000
H 4.103 -3.890 -2.253 0.000
C 3.102 4.048 5.810 0.000
N -4.721 0.732 3.737 0.001
```